[1]
17
Properties=species:S:1:pos:R:3 method="wB97M-V/def2-TZVPD" smiles=C[C@@H]1[C@H](C)N1C homo_ev=-9.0 total_charge=0
C -0.417 1.908 -0.026
C -0.485 0.468 -0.462
C 0.643 -0.485 -0.325
C 2.001 -0.063 0.164
N -0.494 -0.539 0.587
C -1.453 -1.606 0.371
H 0.243 2.013 0.838
H -1.413 2.252 0.273
H -0.054 2.560 -0.828
H -1.157 0.270 -1.301
H 0.668 -1.288 -1.071
H 2.644 -0.915 0.409
H 2.485 0.505 -0.638
H 1.935 0.573 1.049
H -2.453 -1.257 0.657
H -1.200 -2.472 0.989
H -1.494 -1.924 -0.685

[2]
17
Properties=species:S:1:pos:R:3 method="wB97M-V/def2-TZVPD" homo_ev=-7.9 total_charge=0
C -2.005 -0.847 -0.384
C 0.151 0.594 -2.076
C 0.808 0.114 -0.958
C 1.265 -0.079 0.349
C 1.897 1.010 1.050
N -1.833 -0.923 1.028
H -1.226 -1.309 -0.986
H -2.960 -1.334 -0.657
H -1.692 0.140 -0.806
H 0.540 0.067 -3.036
H -0.034 1.849 -0.632
H 1.338 -1.138 0.616
H 1.879 0.977 2.162
H 1.492 1.945 0.742
H 3.013 1.001 0.946
H -1.615 -1.794 1.473
H -1.020 -0.271 1.167

[3]
17
Properties=species:S:1:pos:R:3 method="wB97M-V/def2-TZVPD" smiles="C=CC.C=CN" homo_ev=-8.4 total_charge=0
C -1.715 -3.022 0.446
C -0.881 -2.090 1.172
C -1.236 -0.943 1.817
H -2.452 -2.343 -0.269
H -1.129 -3.607 -0.230
H -2.468 -3.680 0.978
H 0.154 -2.529 1.467
H -0.510 -0.498 2.539
H -1.901 -0.365 1.173
C 0.321 2.196 -1.041
C 1.551 2.628 -0.691
N 2.759 2.104 -1.303
H 0.111 1.703 -2.006
H -0.506 2.866 -0.581
H 1.801 3.268 0.124
H 2.595 1.409 -2.043
H 3.507 2.902 -1.550

no.,molar mass (g/mol),frontier orbital gap (eV)
1,85.150,10.28
2,85.150,5.88
3,85.150,9.55